The following is a DFT calculation (ωB97M-V/def2-TZVPD) of 7 unconnected molecules or ions with the total composition C21H34O21.

XYZ file:
```
76
C21H34O21 (ωB97M-V/def2-TZVPD)
C 0.614 -0.043 -0.136
C -0.137 -0.930 -1.145
O -1.061 -0.017 -1.658
C -1.298 1.006 -0.884
O -2.137 1.915 -1.090
O -0.224 1.112 -0.071
H 1.588 0.150 -0.583
H 0.633 -0.531 0.838
H -0.624 -1.695 -0.539
H 0.546 -1.272 -1.922
C -4.401 -3.781 -1.408
C -5.282 -3.685 -2.660
O -4.529 -2.942 -3.576
C -3.352 -2.558 -2.943
O -2.396 -1.934 -3.386
O -3.353 -2.934 -1.731
H -4.061 -4.802 -1.231
H -4.853 -3.216 -0.592
H -6.181 -3.163 -2.333
H -5.687 -4.610 -3.070
C 1.296 -1.850 5.090
C 0.889 -1.375 3.672
O 0.856 -2.586 2.954
C 1.070 -3.655 3.781
O 1.210 -4.819 3.485
O 1.154 -3.255 5.102
H 0.895 -1.413 6.005
H 2.366 -1.867 5.295
H 1.506 -0.574 3.264
H -0.087 -0.891 3.630
C 2.116 3.069 -1.998
C 0.897 3.740 -2.523
O 0.980 3.581 -3.885
C 1.799 2.545 -4.166
O 1.823 1.884 -5.207
O 2.543 2.237 -3.080
H 1.852 2.532 -1.087
H 2.818 3.899 -1.930
H 0.874 4.801 -2.274
H -0.005 3.363 -2.041
C 1.950 2.709 1.692
O 2.672 1.596 1.140
C 3.699 1.134 1.776
O 3.914 1.237 3.031
O 4.462 0.354 0.932
C 5.449 -0.478 1.435
H 2.629 3.556 1.601
H 1.738 2.830 2.755
H 1.056 2.852 1.084
H 4.889 -1.341 1.796
H 6.018 -0.091 2.281
H 6.167 -0.885 0.724
C -2.394 -4.143 1.139
O -2.176 -5.341 0.313
C -1.079 -5.559 -0.471
O -0.016 -4.820 -0.427
O -1.292 -6.537 -1.438
C -0.396 -6.570 -2.530
H -1.788 -4.108 2.045
H -3.437 -4.177 1.453
H -2.004 -3.220 0.710
H -0.907 -7.061 -3.357
H 0.499 -7.144 -2.292
H -0.151 -5.567 -2.879
C -2.245 4.961 -1.120
O -1.621 6.173 -0.731
C -0.856 6.194 0.400
O -0.518 5.303 1.195
O -0.381 7.389 0.493
C 0.499 7.788 1.585
H -2.592 4.997 -2.152
H -3.073 4.654 -0.481
H -1.464 4.201 -1.123
H 0.761 8.840 1.471
H 1.418 7.210 1.492
H -0.085 7.626 2.491
```

Energy   -2400.14657 Eh
Highest occupied orbital energy (alpha / beta)   -12.25 / -12.25 eV
LUMO (alpha / beta)   -4.817 / -10.086 eV
Multiplicity   2
Energy above the lowest of the compared OMol25 structures with the same formula, charge and spin   1.742 eV
Charge   +1

---

The following is a DFT calculation (ωB97M-V/def2-TZVPD) of a molecular structure, C21H35AsIrN4O3S2Si3.

XYZ file:
```
70
C21H35AsIrN4O3S2Si3 (ωB97M-V/def2-TZVPD)
Ir 0.402 -0.256 -0.258
N 0.656 -1.598 1.383
C -0.681 -1.859 1.975
C -1.489 -0.563 1.985
O -2.334 -0.325 2.854
N -1.179 0.160 0.916
C -1.929 1.339 0.535
C -1.131 2.205 -0.437
O -1.472 3.351 -0.686
O -0.053 1.657 -0.959
H 1.129 -2.462 1.142
H 1.217 -1.092 2.056
H -0.636 -2.309 2.966
H -1.188 -2.548 1.303
H -2.261 1.916 1.398
H -2.834 1.046 -0.014
S -0.764 -2.125 -1.160
C 0.318 -2.777 -2.368
C 0.040 -4.018 -2.942
C 0.898 -4.588 -3.873
C 0.577 -5.881 -4.423
N 0.317 -6.911 -4.865
C 2.061 -3.905 -4.254
C 2.332 -2.661 -3.698
C 1.475 -2.087 -2.762
S 1.787 -0.486 -2.139
C 2.992 -4.474 -5.195
N 3.736 -4.915 -5.954
H -0.856 -4.550 -2.649
H 3.225 -2.128 -3.998
C 3.430 2.912 3.457
Si 2.092 1.771 2.823
C 0.445 2.620 2.980
C 2.135 0.226 3.908
As 2.339 1.103 0.573
Si 2.740 3.172 -0.522
C 2.808 2.908 -2.357
C 4.449 3.714 0.066
C 1.561 4.518 -0.053
Si 4.357 -0.132 0.502
C 5.476 0.216 1.958
C 3.840 -1.924 0.585
C 5.284 0.172 -1.083
H 3.238 3.098 4.519
H 3.417 3.874 2.941
H 4.431 2.489 3.357
H 0.069 2.534 4.004
H -0.299 2.178 2.315
H 0.524 3.680 2.726
H 2.720 0.426 4.809
H 2.603 -0.631 3.417
H 1.127 -0.062 4.223
H 3.776 2.501 -2.661
H 2.658 3.872 -2.853
H 2.030 2.226 -2.699
H 5.144 2.887 0.224
H 4.386 4.271 1.003
H 4.891 4.376 -0.687
H 0.515 4.250 -0.214
H 1.804 5.381 -0.683
H 1.691 4.815 0.992
H 4.966 0.068 2.914
H 5.883 1.231 1.947
H 6.314 -0.487 1.907
H 3.503 -2.195 1.592
H 4.677 -2.578 0.324
H 3.024 -2.106 -0.119
H 5.625 1.205 -1.185
H 4.635 -0.061 -1.929
H 6.161 -0.482 -1.114
```

Energy   -5271.22937 Eh
Highest occupied orbital energy   -4.34 eV
LUMO   2.162 eV
Energy above the lowest of the compared OMol25 structures with the same formula, charge and spin   0.929 eV
Charge   -1

---

The following is a DFT calculation (ωB97M-V/def2-TZVPD) of a molecular structure, C21H35BO2P2Tc.

XYZ file:
```
62
C21H35BO2P2Tc (ωB97M-V/def2-TZVPD)
P 0.439 3.126 -0.357
P -3.106 -1.023 -0.407
C -2.748 1.824 -0.579
C -3.775 0.685 -0.349
H -3.286 2.770 -0.367
H -1.965 1.732 0.191
H -4.195 0.800 0.662
H -4.618 0.747 -1.046
C -3.488 -1.705 -2.033
H -3.756 -2.763 -1.948
H -2.615 -1.618 -2.687
H -4.327 -1.166 -2.490
C -3.745 -2.102 0.888
H -4.828 -2.237 0.782
H -3.520 -1.669 1.870
H -3.254 -3.082 0.818
C 1.238 4.627 -1.013
H 2.023 4.962 -0.318
H 0.474 5.410 -1.135
H 1.695 4.410 -1.986
C -0.212 4.001 1.104
H -0.794 3.302 1.711
H -0.865 4.812 0.741
H 0.606 4.409 1.716
Tc -1.792 2.298 -2.425
C -3.597 2.059 -3.279
C -2.584 1.383 -4.026
C -2.028 1.971 -5.310
C -1.326 3.337 -5.101
C -1.015 3.688 -3.652
C -2.003 4.277 -2.784
C -3.389 4.612 -3.307
C -4.215 3.375 -3.723
C -0.144 1.098 -2.801
H -4.310 1.391 -2.791
H -2.629 0.286 -3.990
H -2.814 2.069 -6.076
H -1.297 1.265 -5.733
H -0.375 3.309 -5.651
H -1.913 4.129 -5.582
H 0.031 3.956 -3.464
H -1.633 4.969 -2.023
H -3.324 5.316 -4.146
H -3.946 5.139 -2.520
H -5.200 3.450 -3.242
H -4.420 3.393 -4.803
H 0.448 0.902 -1.899
H 0.556 1.478 -3.569
H -0.493 0.122 -3.178
O -0.243 -1.669 -0.835
B -1.181 -0.913 -0.092
O -0.660 -0.599 1.186
C 0.361 -1.498 1.353
C 0.694 -2.086 2.555
C 1.190 -3.391 2.509
C 1.470 -4.018 1.294
C 1.263 -3.367 0.072
C 0.619 -2.146 0.124
H 0.489 -1.569 3.491
H 1.366 -3.920 3.445
H 1.865 -5.036 1.278
H 1.542 -3.799 -0.886
```

Energy   -1759.24135 Eh
Highest occupied orbital energy (alpha / beta)   -12.30 / -12.29 eV
LUMO (alpha / beta)   -6.897 / -10.791 eV
Multiplicity   4
Energy above the lowest of the compared OMol25 structures with the same formula, charge and spin   1.759 eV
Charge   +2